The ion NO5P with charge -2 in a non-equilibrium geometry. Source: the OMol25 dataset; level of theory: ωB97M-V/def2-TZVPD.

XYZ file:
```
7
Properties=species:S:1:pos:R:3:forces:R:3
P -0.3900 -0.7951 0.1674 -1.4 -1.9 1.7
O -0.0889 2.0158 0.0459 -0.6 0.0 -0.3
O 0.8219 -1.7045 0.4472 -1.1 1.4 -0.8
O -1.2183 -0.5076 1.4642 1.3 0.1 -2.4
O -1.1724 -0.9640 -1.1421 0.9 0.2 1.2
O 1.6011 0.9964 -0.7001 0.1 -0.3 -0.5
N 0.4465 0.9589 -0.2825 0.9 0.6 1.2
```
Positions in Å, forces in eV/Å.

Properties
calculated total energy: -772.32413 a.u.
total charge: -2
SMILES: O=[N+]([O-])P(=O)([O-])[O-]
relative energy (zero: lowest compared OMol25 entry of this formula, charge and spin): 71.3 kJ/mol
largest force on an atom: 2.919 eV/Å
frontier orbital gap: 7.15 eV